Record 1
The following is a quantum chemistry calculation of a structure of composition C43H48LuN5O2S2, from the OMol25 dataset.

Computed properties:
- frontier orbital gap (alpha / beta) (eV) = 5.268 / 5.267
- LUMO energy (alpha / beta) (eV) = -1.2 / -1.2

Element x y z (Å)
H: 3.509 6.145 0.776
H: -7.241 1.619 -1.801
H: 5.279 1.337 -1.387
C: 4.259 -3.193 -1.447
C: -2.563 -1.021 -0.174
H: -1.617 -6.451 0.528
H: 0.127 7.990 -1.010
N: 1.440 -3.517 1.981
C: 0.390 6.937 -0.944
H: 5.842 -0.302 -1.706
C: 1.450 -5.152 -1.313
H: -1.706 5.264 0.594
C: 5.872 0.516 -0.990
C: 1.979 3.050 0.638
C: -0.653 -1.961 0.546
C: -4.271 -2.968 0.039
H: 4.290 4.592 1.072
H: 3.977 2.413 0.582
H: -5.386 4.900 -0.153
C: 2.810 0.684 0.401
C: 2.270 -7.366 -0.803
C: -3.774 3.553 0.185
H: -4.934 -2.327 0.625
H: -1.005 -5.363 -0.712
C: 5.326 0.064 0.369
C: 3.869 -0.265 0.310
C: 2.954 2.061 0.557
H: 2.580 -8.342 -1.148
S: -0.564 -1.397 2.337
H: -0.770 -4.511 1.707
C: 3.276 -1.511 0.147
C: 1.230 -3.563 0.725
C: -1.744 -3.011 0.541
C: -3.539 -0.008 -0.261
N: -2.135 1.930 0.243
C: -4.516 5.315 1.773
C: 0.768 -2.340 0.003
H: -2.741 -5.485 -0.428
C: -2.355 3.282 0.361
H: -6.008 2.803 -2.251
H: 1.260 6.756 -1.571
H: 2.631 -7.791 1.285
C: 1.934 -5.804 0.944
C: 1.869 -1.290 0.146
H: -6.413 2.920 0.183
O: 3.221 -4.944 3.120
C: 4.033 5.074 -1.015
H: 5.018 5.525 -1.106
H: 3.309 -3.406 -1.931
N: -1.242 -0.820 -0.127
C: 1.849 -6.415 -1.723
H: 5.892 -0.806 0.701
N: 0.621 2.822 0.701
C: -4.394 4.905 0.303
H: 3.573 -3.593 0.562
C: -1.766 -5.485 0.054
H: -4.560 -0.334 -0.381
C: 1.504 -4.842 0.040
C: -6.192 1.887 -1.694
H: -5.839 -3.331 -1.396
C: -1.674 -4.385 1.116
H: -0.162 6.787 1.136
H: 0.629 -2.556 -1.067
H: -3.789 5.640 -0.232
C: -3.339 1.344 -0.038
H: 5.029 -2.633 0.476
H: -4.961 6.305 1.858
C: 2.312 -7.065 0.554
C: 4.051 -2.784 0.013
H: 5.492 0.860 1.096
H: -5.581 1.102 -2.131
H: -4.297 -3.963 0.482
C: -5.838 2.085 -0.220
C: 0.695 6.542 0.504
H: 6.905 0.846 -0.888
H: 4.078 4.049 -1.378
C: -2.883 -2.411 0.117
H: 4.882 -4.082 -1.500
C: 0.995 5.082 0.603
S: 1.902 -5.014 2.570
H: -0.435 6.342 -1.331
C: -4.791 -3.037 -1.399
H: -4.706 -2.073 -1.893
H: -6.110 1.192 0.346
Lu: -0.336 0.810 0.946
H: 1.830 -6.663 -2.773
H: -3.537 5.331 2.249
H: 4.747 -2.392 -1.995
O: 0.857 -5.574 3.372
H: 1.115 -4.428 -2.042
H: -4.228 -3.764 -1.978
C: -1.382 4.235 0.565
N: 1.598 0.018 0.279
C: 0.013 4.034 0.653
C: -4.383 2.359 -0.033
H: 3.343 5.625 -1.649
H: -5.142 4.604 2.307
C: 2.223 4.469 0.589
H: 1.547 7.124 0.859
C: 3.562 5.107 0.442
H: -2.514 -4.501 1.808

These are the Löwdin partial charges, in e, on atoms 1 to 8: 0.105, 0.072, 0.066, -0.063, -0.247, 0.082, 0.070, 0.020

---

Record 2
The following is a quantum chemistry calculation of a structure of composition C43H48MgN2O3P2, from the OMol25 dataset.

Computed properties:
- frontier orbital gap (alpha / beta) (eV) = 4.142 / 4.469
- LUMO energy (alpha / beta) (eV) = -0.3 / -0.4
- energy relative to the best compared isomer or geometry (same formula, charge and spin) (eV) = 6.1331

Element x y z (Å)
H: 3.921 4.205 -2.566
C: 5.461 -3.866 0.556
C: -1.616 1.895 -4.606
N: -0.691 -0.860 1.675
H: 7.583 -3.989 0.101
C: -1.348 -0.235 -3.089
H: -2.558 2.238 -5.067
C: -2.058 0.939 -3.584
C: 5.680 -1.156 -0.018
H: 1.478 1.600 -2.039
H: 0.937 1.027 -4.951
H: 1.233 2.349 4.872
C: 3.783 3.282 -2.005
C: -3.395 -3.502 1.012
H: -0.295 -0.851 -4.830
P: -1.529 -0.611 -1.146
H: -3.135 0.926 -3.389
H: -6.065 0.590 0.695
H: 2.481 4.199 -0.531
H: 0.162 0.107 5.536
C: 0.203 -0.306 -0.614
H: 1.766 0.251 2.066
Mg: -0.953 1.684 -1.980
H: 5.810 -0.084 -0.140
C: 4.397 2.105 -2.430
H: 2.835 -1.133 2.513
H: -3.899 0.641 2.663
C: 4.320 -3.056 0.568
H: 5.061 2.101 -3.293
C: -0.227 -2.023 2.212
H: -2.634 2.511 -2.078
H: -5.759 3.060 0.590
H: 1.983 0.224 -3.776
H: -3.938 -3.518 1.962
H: 3.548 0.480 2.194
C: 0.854 1.751 -2.925
C: -2.466 0.929 4.281
C: -3.956 2.908 -0.569
H: 3.363 -3.468 0.880
H: 4.644 -0.018 -2.091
C: 6.811 -1.974 -0.086
H: -2.009 -1.101 -3.267
H: 7.778 -1.541 -0.345
C: -1.245 0.076 3.886
H: 2.199 2.121 0.784
C: -5.040 2.392 0.126
C: -2.996 0.628 -0.822
H: -3.832 3.961 -0.790
H: -0.447 3.704 -4.945
C: -2.146 -2.206 -0.634
C: 0.190 2.950 -3.054
H: 1.256 -2.210 -0.874
C: -0.014 -0.546 -3.809
H: -0.108 2.558 3.707
H: -1.303 -3.310 -2.284
C: -1.035 0.217 2.374
H: -3.055 -1.394 1.167
C: 0.077 0.562 4.539
C: 0.194 2.078 4.648
C: -2.475 -4.584 -0.949
C: 2.794 2.111 -0.135
C: -2.858 -2.296 0.581
C: -3.798 0.433 3.736
O: 0.505 -2.863 1.681
H: -4.480 -0.925 -0.435
H: 5.393 -4.916 0.842
C: -4.237 0.137 -0.349
C: 4.401 -1.705 0.185
H: -2.501 0.958 5.381
H: 0.455 3.810 -2.426
C: -1.462 -1.406 4.250
P: 2.908 -0.664 0.174
C: -3.232 -4.648 0.226
H: 0.919 0.167 3.948
H: -0.439 2.448 5.464
C: -5.187 1.004 0.201
O: -1.161 1.339 1.825
C: -1.914 -3.376 -1.377
H: -3.917 -0.640 3.919
O: -2.211 -1.796 5.121
C: 2.982 3.289 -0.862
C: 1.306 -1.149 -0.572
N: -0.669 -2.276 3.515
C: 3.349 0.908 -0.609
C: 0.975 0.640 -3.928
H: -3.684 -5.591 0.544
C: -3.024 2.031 -1.141
C: 4.168 0.907 -1.755
C: 6.702 -3.342 0.177
H: 0.495 -1.411 -3.358
H: -4.605 0.960 4.259
H: 0.318 0.650 -0.063
C: -0.892 3.200 -4.070
H: -1.672 3.886 -3.680
C: 2.745 -0.217 1.916
H: -2.292 1.953 3.922
H: -1.021 1.419 -5.395
H: -2.312 -5.487 -1.542
H: -0.627 -3.247 3.798

These are the Löwdin partial charges, in e, on atoms 1 to 8: 0.111, -0.073, -0.228, 0.101, 0.109, -0.425, 0.115, -0.327